No. 1
The following is a quantum chemistry calculation of C19H37B3Cl2O12S3 as an isolated structure, from the Open Molecules 2025 dataset.

Geometry as XYZ:
```
76
Properties=species:S:1:pos:R:3
Cl 8.14 0.99 -0.53
Cl 8.30 -1.63 0.86
S -5.62 -1.02 -1.21
S -3.64 4.11 4.33
S 5.59 -1.44 -4.39
O -5.08 3.82 3.68
O -4.35 -1.44 -1.72
O -5.98 -1.21 0.16
O -3.81 4.92 5.50
O 5.23 -1.63 -3.01
O 4.21 1.26 -0.61
O 3.09 1.81 1.45
O 4.44 -2.05 -5.31
O 6.87 -1.85 -4.89
O -6.78 -1.63 -2.14
O 5.56 2.14 1.21
O -2.89 2.89 4.36
C 0.59 0.10 2.06
C -5.91 2.81 4.28
C 3.90 -4.20 -4.27
C -1.84 0.24 1.49
C 6.55 -1.15 0.61
C -3.02 5.14 3.04
C -6.51 3.27 5.59
C -6.82 -3.05 -2.34
C -0.11 -0.44 -0.30
C 2.45 -0.51 0.25
C 4.40 -3.47 -5.50
C -7.33 -3.77 -1.10
C 5.33 0.26 -4.80
C -0.78 0.37 2.50
C -1.49 -0.17 0.13
C 6.52 0.15 -0.32
C 5.93 -0.94 2.04
C 0.95 -0.28 0.68
C -5.87 0.68 -1.61
B 4.33 2.32 1.90
B 3.24 0.89 0.38
B 5.43 1.24 0.13
H -2.92 4.55 2.13
H -5.64 0.83 -2.66
H -6.64 -3.67 -0.27
H 3.78 -5.27 -4.46
H 1.45 0.21 2.77
H -3.70 5.97 2.89
H 6.23 -0.20 -1.37
H 5.39 -3.84 -5.80
H -7.03 4.22 5.47
H -2.04 5.51 3.35
H 4.59 -4.08 -3.43
H -8.29 -3.36 -0.78
H 4.80 -0.98 2.05
H -2.88 0.47 1.82
H 6.00 0.86 -4.17
H -0.94 0.68 3.55
H -7.45 -4.84 -1.31
H -5.34 1.89 4.40
H -6.71 2.60 3.57
H 0.08 -0.75 -1.36
H -5.20 1.27 -0.99
H -2.30 -0.30 -0.62
H 5.57 0.41 -5.85
H 2.94 -3.79 -3.95
H -6.91 0.94 -1.40
H 3.72 -3.67 -6.33
H 4.30 0.52 -4.58
H -7.21 2.53 5.98
H -5.84 -3.42 -2.64
H -5.74 3.43 6.35
H 6.26 -1.82 2.66
H 5.95 -1.94 0.09
H 2.46 -0.82 -0.83
H -7.51 -3.23 -3.17
H 4.30 2.97 2.90
H 2.95 -1.35 0.82
H 6.30 -0.03 2.58
```

Results
**Charge**: 0
**Gap between HOMO and LUMO**: 9.00 eV
**Electronic energy**: -104457.3078 eV
**HOMO**: -8.7 eV

No. 2
The following is a quantum chemistry calculation of an isolated ion of composition C4H5N2O and charge +1, from the Open Molecules 2025 dataset.

Geometry as XYZ:
```
12
Properties=species:S:1:pos:R:3
O -0.20 -0.07 -1.78
N -0.11 0.19 2.40
N 0.43 -0.28 0.51
C 1.07 -0.61 -2.14
C 0.88 -0.58 1.98
C -0.67 0.54 1.04
C 0.54 -0.46 -0.75
H 1.73 0.10 -2.36
H -0.13 0.69 3.25
H -0.59 1.65 0.86
H -1.61 0.14 0.92
H 0.96 -1.48 -2.70
```

Results
**Charge**: +1
**Gap between HOMO and LUMO**: 9.66 eV
**Electronic energy**: -9244.0520 eV
**HOMO**: -14.6 eV
**Energy above the lowest of the compared OMol25 structures with the same formula, charge and spin**: 405.0 kJ/mol

No. 3
The following is a quantum chemistry calculation of one molecule with the formula C8H12NOPS, from the Open Molecules 2025 dataset.

Geometry as XYZ:
```
24
Properties=species:S:1:pos:R:3
S 2.61 -0.05 -0.70
P -1.53 0.13 2.06
O -0.12 0.03 2.44
N 2.45 -1.65 -1.33
C 3.03 -2.69 -0.40
C -1.42 -0.01 -0.46
C 0.62 1.70 0.31
C -0.06 -0.45 -0.56
C 0.87 0.44 -0.20
C -0.65 2.07 0.56
C -3.08 1.74 0.11
C -1.68 1.19 0.26
H -3.94 0.91 0.25
H -3.14 1.91 -0.94
H 3.02 -3.63 -0.87
H 2.99 -1.68 -2.23
H -1.62 -1.12 1.54
H -0.80 3.10 0.94
H 2.45 -2.73 0.56
H 1.41 2.42 0.24
H -3.35 2.61 0.78
H -2.22 -0.51 -0.95
H 0.10 -1.31 -1.17
H 4.04 -2.43 -0.22
```

Results
**Charge**: 0
**Gap between HOMO and LUMO**: 7.95 eV
**Electronic energy**: -32149.2243 eV
**HOMO**: -7.8 eV
**Energy above the lowest of the compared OMol25 structures with the same formula, charge and spin**: 422.4 kJ/mol

No. 4
The following is a quantum chemistry calculation of C7H14INO2S as an isolated structure, from the Open Molecules 2025 dataset.

Geometry as XYZ:
```
26
Properties=species:S:1:pos:R:3
I -4.33 -0.43 0.04
S -2.02 1.74 0.22
O -1.95 2.49 1.42
O -2.98 2.20 -0.79
N -0.50 1.38 -0.57
C 0.04 0.09 -0.18
C -1.01 -2.29 0.16
C -2.53 0.10 0.79
C 0.39 0.14 1.29
C -0.99 -0.97 -0.46
C 0.20 2.51 -0.98
C 1.25 -0.24 -1.06
H 0.92 -0.76 -1.96
H -1.84 -3.00 0.01
H -0.47 0.43 1.80
H 1.91 0.63 -1.31
H 0.26 3.12 -0.10
H 1.10 2.20 -1.41
H -0.89 -2.17 1.31
H 1.96 -0.93 -0.56
H -2.38 -0.28 1.72
H -0.46 3.06 -1.71
H 1.25 0.80 1.44
H -1.32 -1.00 -1.57
H 0.60 -0.91 1.60
H -0.10 -2.78 -0.23
```

Results
**Charge**: 0
**Gap between HOMO and LUMO (alpha / beta)**: 8.68 / 8.68 eV
**Electronic energy**: -32002.7138 eV
**HOMO (alpha / beta)**: -8.4 / -8.4 eV
**Energy above the lowest of the compared OMol25 structures with the same formula, charge and spin**: 141.4 kJ/mol

No. 5
The following is a quantum chemistry calculation of a 3-piece molecular cluster, C4H8O3 overall, from the Open Molecules 2025 dataset.

Geometry as XYZ:
```
15
Properties=species:S:1:pos:R:3
O 1.22 0.36 2.68
O -1.02 0.44 -1.71
O -0.98 1.13 1.56
C -0.54 -1.51 -0.44
C -0.29 0.99 0.39
C 1.60 0.09 1.63
C -0.62 -0.01 -0.49
H 0.05 -1.88 0.40
H -0.45 1.53 2.26
H -0.03 -1.84 -1.36
H 2.11 -0.35 -1.22
H -1.52 -2.01 -0.46
H 0.23 1.87 -0.02
H 1.59 -0.13 -1.72
H -1.37 1.33 -1.50
```

Results
**Charge**: 0
**Gap between HOMO and LUMO**: 8.41 eV
**Electronic energy**: -10416.4119 eV
**HOMO**: -7.8 eV
**Energy above the lowest of the compared OMol25 structures with the same formula, charge and spin**: 443.0 kJ/mol

No. 6
The following is a quantum chemistry calculation of a 2-piece molecular cluster, C5H14N2O overall, from the Open Molecules 2025 dataset.

Geometry as XYZ:
```
22
Properties=species:S:1:pos:R:3
O 1.49 0.28 2.44
N 0.10 -0.01 2.29
N 0.03 0.48 -0.46
C 0.24 -1.22 -0.43
C -0.98 -2.04 -0.09
C -0.98 0.90 -1.43
C 1.33 1.07 -0.83
C -0.44 0.94 1.52
H 1.76 -0.35 3.12
H -1.96 0.49 -1.16
H -0.73 0.56 -2.44
H 0.53 -1.39 -1.47
H -1.23 -1.97 0.97
H 1.28 2.16 -0.85
H -1.08 1.99 -1.47
H 2.08 0.79 -0.09
H 1.09 -1.47 0.22
H -1.86 -1.73 -0.66
H -0.81 -3.09 -0.33
H 0.00 1.95 1.50
H -1.54 0.92 1.48
H 1.66 0.73 -1.82
```

Results
**Charge**: 0
**Gap between HOMO and LUMO**: 8.28 eV
**Electronic energy**: -10435.9671 eV
**HOMO**: -7.4 eV
**Energy above the lowest of the compared OMol25 structures with the same formula, charge and spin**: 488.3 kJ/mol

No. 7
The following is a quantum chemistry calculation of one molecule with the formula C4H6N2OS, from the Open Molecules 2025 dataset.

Geometry as XYZ:
```
14
Properties=species:S:1:pos:R:3
S -1.54 -0.08 -0.85
O 1.98 1.09 -1.78
N -1.94 -0.16 0.82
N 0.61 0.96 -1.71
C 2.28 -0.45 0.54
C -3.18 -0.28 1.08
C 0.96 -0.47 0.34
C 0.22 0.22 -0.73
H 2.96 0.11 -0.08
H -3.48 -0.31 2.13
H -3.98 -0.32 0.33
H 0.32 -1.01 1.04
H 2.70 -1.00 1.38
H 2.10 1.69 -2.52
```

Results
**Charge**: 0
**Gap between HOMO and LUMO**: 9.29 eV
**Electronic energy**: -20104.7730 eV
**HOMO**: -8.6 eV
**Energy above the lowest of the compared OMol25 structures with the same formula, charge and spin**: 440.8 kJ/mol

No. 8
The following is a quantum chemistry calculation of C36H47BBrF4N3OPS2Zr as an isolated structure, from the Open Molecules 2025 dataset.

Geometry as XYZ:
```
97
Properties=species:S:1:pos:R:3
Zr -1.55 0.62 -0.94
Br -2.51 -1.59 0.62
S 0.01 3.53 -4.74
S 0.48 1.31 -2.70
P 1.60 -0.56 0.27
F -2.22 -1.30 -4.37
F -2.40 0.63 -3.03
F -1.20 -1.11 -2.25
F -3.47 -1.31 -2.44
O 0.11 -0.11 0.14
N -1.12 3.47 -2.48
N -1.73 1.81 1.16
N -1.32 2.87 -1.24
C 1.08 2.35 -5.58
C -1.93 3.14 1.03
C -6.53 1.70 -0.31
C 2.62 0.92 0.08
C 2.51 -3.13 -3.36
C 1.12 -2.92 -1.23
C 3.09 -2.02 2.28
C 4.39 1.45 1.83
C -2.32 2.03 3.47
C -1.69 3.67 -0.31
C -1.91 1.28 2.37
C -6.02 0.58 0.40
C 3.46 -1.96 -1.34
C 1.85 -1.16 1.97
C 0.42 -3.26 2.29
C -4.34 2.06 -1.24
C -2.54 3.38 3.32
C 4.11 2.95 1.79
C -4.66 0.22 0.23
C 2.91 -3.51 1.98
C 0.61 -1.79 2.63
C -5.11 -1.74 1.67
C 3.62 -3.13 -2.32
C -3.77 1.00 -0.57
C 1.97 -1.65 -1.11
C -5.71 2.41 -1.13
C 1.95 2.13 0.77
C 1.66 -4.07 2.65
C -4.29 -0.98 0.89
C -6.88 -0.19 1.23
C 4.11 0.79 0.49
C -6.44 -1.31 1.86
C -2.33 3.95 2.06
C 2.93 3.28 0.85
C -0.27 2.79 -3.20
C 1.15 -3.40 -2.69
B -2.41 -0.85 -3.14
H 5.43 1.27 2.12
H 0.22 -3.37 1.22
H 0.09 -2.76 -0.91
H -7.58 1.96 -0.20
H 3.89 3.32 2.80
H -6.10 3.24 -1.71
H 3.30 3.50 -0.16
H -1.79 4.73 -0.53
H 1.80 -4.03 3.74
H 1.59 1.87 1.78
H -3.75 2.67 -1.91
H 3.96 -1.08 -1.74
H 1.26 2.79 -6.56
H 1.54 -3.69 -0.58
H -2.45 1.54 4.42
H 3.79 -4.05 2.33
H 0.58 1.39 -5.70
H -2.86 3.99 4.15
H 4.60 -3.07 -2.80
H -0.46 -3.65 2.80
H 1.53 -5.12 2.40
H 3.96 -2.21 -0.40
H 2.56 1.12 -1.00
H 3.79 0.97 2.61
H 0.36 -2.89 -3.25
H -2.49 5.01 1.89
H 3.61 -4.08 -1.78
H 3.28 -1.90 3.35
H -0.28 -1.22 2.40
H -4.76 -2.65 2.13
H 2.03 2.22 -5.06
H 1.64 -0.99 -1.93
H 1.06 2.41 0.19
H 4.46 -0.24 0.47
H 0.92 -4.46 -2.72
H 2.49 -2.17 -3.87
H -1.75 0.22 2.45
H -7.11 -1.89 2.48
H -7.91 0.13 1.34
H 2.01 -0.19 2.47
H 0.76 -1.70 3.72
H 5.00 3.48 1.46
H 2.86 -3.67 0.90
H 3.99 -1.64 1.79
H 2.70 -3.88 -4.13
H 4.70 1.30 -0.28
H 2.43 4.19 1.19
```

Results
**Charge**: +1
**Gap between HOMO and LUMO**: 6.65 eV
**Electronic energy**: -158447.9282 eV
**HOMO**: -10.6 eV
**Energy above the lowest of the compared OMol25 structures with the same formula, charge and spin**: 76.6 kJ/mol

No. 9
The following is a quantum chemistry calculation of one molecule with the formula CH3NS2, from the Open Molecules 2025 dataset.

Geometry as XYZ:
```
7
Properties=species:S:1:pos:R:3
S 0.46 1.86 0.47
S -0.78 -1.96 -0.45
N -0.03 0.40 -0.28
C -0.35 -0.56 0.49
H -0.54 -0.72 1.59
H -0.16 -1.24 -1.39
H 1.40 2.22 -0.43
```

Results
**Charge**: 0
**Gap between HOMO and LUMO**: 9.43 eV
**Electronic energy**: -24244.6348 eV
**HOMO**: -8.6 eV
**Energy above the lowest of the compared OMol25 structures with the same formula, charge and spin**: 142.9 kJ/mol

No. 10
The following is a quantum chemistry calculation of C32H26BaF6N2O2P as an isolated structure, from the Open Molecules 2025 dataset.

Geometry as XYZ:
```
70
Properties=species:S:1:pos:R:3
Ba -0.32 0.40 0.70
P 1.93 -0.33 -1.74
F -4.07 0.44 2.13
F -2.43 3.85 -0.69
F -2.71 1.89 -1.52
F -5.34 1.03 0.49
F -4.42 3.15 -1.10
F -3.50 -0.07 0.11
O -1.97 1.84 1.11
O 1.88 0.13 -0.27
N 0.06 1.06 3.36
N -0.91 -1.43 2.72
C 4.26 1.72 -4.36
C -1.53 -1.86 4.98
C -0.41 0.00 -3.30
C -2.07 -3.08 4.60
C 3.73 0.70 -3.59
C -0.35 0.29 4.37
C -2.36 -1.40 -3.11
C -0.44 -1.83 -1.73
C -0.25 0.72 5.69
C -0.95 -1.06 4.01
C -3.26 2.22 0.79
C 2.58 3.23 -3.54
C -3.85 3.26 1.72
C 2.05 2.21 -2.77
C 0.58 2.82 4.89
C 0.50 2.30 3.61
C 3.52 -3.70 -3.32
C 2.61 0.93 -2.79
C -1.46 -2.60 2.37
C 0.23 -0.72 -2.31
C 3.69 2.98 -4.34
C -4.07 0.91 0.88
C 3.58 -2.35 -0.88
C 2.84 -1.84 -1.95
C 2.82 -2.52 -3.17
C 4.28 -3.54 -1.04
C -2.03 -3.47 3.28
C -3.22 2.78 -0.64
C 0.21 2.00 5.94
C 4.25 -4.21 -2.26
C -1.72 -2.15 -2.12
C -1.70 -0.34 -3.70
H 0.80 2.90 2.75
H -3.24 4.16 1.69
H 2.24 -2.14 -4.00
H -2.19 0.24 -4.47
H -3.84 2.89 2.75
H -1.41 -2.84 1.31
H -4.87 3.53 1.47
H -1.57 -1.55 6.01
H 0.10 0.83 -3.78
H -3.37 -1.65 -3.41
H 0.29 2.36 6.96
H 4.80 -5.14 -2.37
H 3.60 -1.83 0.06
H 3.49 -4.22 -4.27
H -2.45 -4.41 2.95
H 5.14 1.53 -4.97
H 0.07 -2.43 -0.99
H 4.85 -3.93 -0.21
H -0.55 0.08 6.50
H 0.94 3.83 5.05
H 4.21 -0.27 -3.61
H 4.11 3.78 -4.94
H -2.22 -3.00 -1.67
H 1.19 2.44 -2.15
H -2.52 -3.72 5.35
H 2.13 4.21 -3.51
```

Results
**Charge**: +1
**Gap between HOMO and LUMO**: 9.06 eV
**Electronic energy**: -66968.9453 eV
**HOMO**: -11.6 eV
**Energy above the lowest of the compared OMol25 structures with the same formula, charge and spin**: 67.0 kJ/mol

No. 11
The following is a quantum chemistry calculation of C7H8AlN2O4S as an isolated structure, from the Open Molecules 2025 dataset.

Geometry as XYZ:
```
23
Properties=species:S:1:pos:R:3
S 0.08 1.29 0.50
Al -0.08 -1.28 -0.49
O -1.18 0.54 -3.03
O 1.11 -1.75 2.57
O -3.09 -0.89 0.90
O 3.02 -0.38 -1.39
N 0.61 3.17 2.33
N -0.18 3.95 0.40
C 0.07 -3.33 -0.56
C 0.17 2.86 1.10
C 1.96 -0.73 -1.10
C -0.44 -2.82 -1.81
C -2.07 -1.07 0.41
C -0.80 -0.11 -2.16
C 0.70 -1.61 1.51
H -0.52 3.88 -0.54
H 1.11 -3.67 -0.49
H -0.08 4.85 0.85
H -1.51 -2.91 -2.04
H 0.91 2.44 2.97
H 0.21 -2.77 -2.69
H 0.63 4.14 2.60
H -0.61 -3.81 0.16
```

Results
**Charge**: +3
**Gap between HOMO and LUMO**: 6.07 eV
**Electronic energy**: -35958.3292 eV
**HOMO**: -20.2 eV
**Energy above the lowest of the compared OMol25 structures with the same formula, charge and spin**: 0.0 kJ/mol